1) 22
Properties=species:S:1:pos:R:3:lowdin_charge:R:1 method="wB97M-V/def2-TZVPD" homo_energy_ha=-0.4788 orbital_gap_ev=10.026 charge=+1
C 1.1239 0.3979 -2.1170 -0.279
H -1.7025 -1.4228 -1.0520 0.134
H 1.0130 1.8644 2.6748 0.058
N -0.3123 -0.9842 0.5139 0.157
H -2.8686 -0.9646 2.3184 0.090
C -0.6496 -1.1563 -0.9358 -0.155
H 0.5441 -0.4327 0.6869 0.124
N 1.7101 1.1046 -0.9779 0.004
H -1.1245 -0.5422 1.0507 0.092
H 1.0269 0.7571 3.7019 0.061
C -0.2969 0.0290 -1.7851 -0.216
H -0.9006 -0.1675 -2.6944 0.133
H 2.6922 1.3181 -1.0997 0.080
H -0.0571 -2.0199 -1.2855 0.138
H -0.8493 0.9257 -1.4763 0.124
H 1.6234 -0.4993 -2.4553 0.112
H -0.1603 -1.8550 1.0254 0.162
O 0.8737 0.9074 2.7503 -0.063
H 1.2439 1.9974 -0.8682 0.078
H -1.8230 -0.0387 2.9469 0.066
H 1.2051 0.9738 -3.0548 0.121
O -2.3117 -0.1921 2.1328 -0.021


2) 22
Properties=species:S:1:pos:R:3:lowdin_charge:R:1 method="wB97M-V/def2-TZVPD" homo_energy_ha=-0.4895 orbital_gap_ev=10.394 charge=+1
H -2.4398 0.7849 1.1456 0.024
H 1.6205 3.0384 -0.3302 0.072
H 2.0454 -0.0518 0.9453 0.160
N 1.0267 -0.0753 0.9139 0.197
H 1.1616 3.2921 1.1377 0.072
H 0.6097 0.2604 -1.9567 0.088
H -2.1445 -2.1628 -1.3747 0.077
C 0.5907 -1.0255 -0.2041 -0.311
C -0.9465 -0.9978 -0.1808 -0.233
O 1.2893 2.6124 0.4675 -0.038
H 1.3140 -1.3082 -2.1967 0.098
H 0.6643 0.8819 0.7358 0.100
H 0.6794 -0.3643 1.8245 0.164
C 1.2092 -0.5023 -1.4812 -0.030
N -1.4181 -2.3076 -0.6845 0.024
H -2.1414 2.4475 1.2259 0.052
H -1.2169 -0.2193 -0.8871 0.119
H 2.2106 -0.1312 -1.3112 0.085
H -1.8560 -2.8228 0.0729 0.079
H 0.9205 -2.0275 0.0116 0.144
O -1.8713 1.5346 1.2880 -0.046
H -1.3075 -0.8556 0.8383 0.101


3) 22
Properties=species:S:1:pos:R:3:lowdin_charge:R:1 method="wB97M-V/def2-TZVPD" homo_energy_ha=-0.4589 orbital_gap_ev=9.605 charge=+1
H 1.2551 0.0135 -0.6418 0.144
H 1.1483 2.9729 -0.8715 0.026
H 1.7584 2.4863 0.3427 0.068
H 0.9677 -0.9909 2.2240 0.063
H -1.4999 -0.6625 1.2967 0.120
H -0.3314 -2.3826 -2.0553 0.091
H -1.8787 -1.8523 -1.2753 0.100
O 0.4663 4.6002 -0.9474 -0.035
C -0.8157 -1.5278 1.2362 -0.238
H 0.8803 -2.0953 0.0956 0.150
N 0.2658 -0.2029 -0.5753 0.202
C -0.9015 -2.3272 -1.1332 -0.039
N 0.1312 -1.5193 2.3505 0.011
O 1.2553 2.1143 -0.3952 -0.080
H -1.4796 -2.3593 1.4678 0.129
H -0.1539 -0.0463 -1.4890 0.163
H -0.1192 0.4671 0.0896 0.137
C -0.0698 -1.6001 -0.0851 -0.322
H 0.8750 5.3898 -1.3224 0.076
H -0.0915 -2.0278 3.1798 0.077
H -0.4263 4.8432 -0.6923 0.068
H -1.2357 -3.2929 -0.7990 0.090


Stability verdict: 1), ahead by 0.0128 hartree


1) 18
Properties=species:S:1:pos:R:3:lowdin_charge:R:1 method="wB97M-V/def2-TZVPD" homo_energy_ha=-0.1432 orbital_gap_ev=7.329 charge=-1
C 2.0011 -1.3657 -0.2457 -0.722
C 0.4008 -0.1493 1.8298 0.068
H -0.7148 -1.2293 -1.6645 0.032
H -1.5968 -0.1655 -0.5205 0.071
H -0.2966 0.6692 2.0504 0.000
O 3.6876 1.0893 0.7463 -0.505
H -1.5535 0.0777 -2.3375 0.106
C 1.3744 -0.0336 -0.2706 -0.270
H -0.1150 -1.0973 1.7869 -0.001
P 3.0342 0.7231 -0.5087 0.746
H -0.0772 1.7375 -0.0437 0.074
H 1.1758 -0.2129 2.5462 -0.009
C -1.0137 -0.3059 -1.4039 -0.030
H 0.8743 0.3304 -2.2346 0.148
O 1.5428 -2.4304 0.0871 0.041
C 0.3321 0.3697 -1.2526 -0.497
O 3.2422 -1.1833 -0.6512 -0.160
O 0.1768 1.7594 -0.9863 -0.093


2) 18
Properties=species:S:1:pos:R:3:lowdin_charge:R:1 method="wB97M-V/def2-TZVPD" homo_energy_ha=-0.1318 orbital_gap_ev=7.129 charge=-1
C -0.1860 1.0544 0.5685 -0.385
C -0.4432 0.3942 1.9639 -0.051
H 0.9502 -2.1998 -0.1687 0.019
O -1.8372 -0.4678 -1.9851 -0.190
H 0.3274 0.7372 2.6221 0.052
H 1.9183 -1.0270 -1.3592 0.026
H 1.9559 -0.7356 0.4928 0.032
O 0.3538 0.0015 -3.3742 -0.525
C -1.5108 -0.7293 -0.7262 -0.684
H -0.4130 -0.7270 1.9380 0.088
H 1.6615 1.3085 0.0253 -0.001
C -0.2135 0.0197 -0.5146 -0.327
H -1.3311 0.7454 2.4540 0.057
O 1.0864 1.8800 0.4527 -0.066
C 1.4397 -1.2527 -0.3734 0.050
O -2.2360 -1.3522 -0.0155 0.064
H -1.0880 1.6892 0.3376 0.142
P -0.4345 0.6611 -2.3380 0.696


Stability verdict: 2), ahead by 0.0326 hartree


1) 23
Properties=species:S:1:pos:R:3:lowdin_charge:R:1 method="wB97M-V/def2-TZVPD" homo_energy_ha=-0.4896 orbital_gap_ev=10.159 charge=+1
H -1.8362 -0.1198 -2.8119 0.093
N 1.1186 -0.1583 1.2359 0.028
H 3.0100 -0.5594 2.0375 0.097
H 0.2696 2.3155 -0.8005 0.084
C -1.8649 1.0866 0.1418 0.025
H 2.2151 0.9463 2.6827 0.115
C 0.0395 1.4572 -1.4461 -0.076
H -1.0541 -1.4255 0.2919 0.097
H 1.6410 -2.1548 1.4321 0.180
H 2.9043 0.9343 1.0393 0.094
H -0.7581 -1.1607 -1.9162 0.076
C -1.6013 -0.4763 -1.8140 -0.070
H -2.7826 0.5641 0.4624 0.081
H -0.1269 1.8507 -2.4736 0.103
C -1.1783 0.7128 -0.9588 -0.451
N -0.2660 -1.9825 0.6453 0.203
H -1.5971 1.9615 0.7510 0.078
C 0.8369 -1.4374 1.1134 -0.124
H 0.4600 0.5278 0.9231 0.099
C 2.3997 0.3157 1.7763 -0.017
H -0.3151 -2.9663 0.5861 0.123
H 0.9208 0.7857 -1.5146 0.086
H -2.4348 -1.0171 -1.3831 0.079


2) 23
Properties=species:S:1:pos:R:3:lowdin_charge:R:1 method="wB97M-V/def2-TZVPD" homo_energy_ha=-0.4222 orbital_gap_ev=8.376 charge=+1
H -3.8384 -0.6224 -0.4049 0.071
H -3.2569 1.0242 -0.2537 0.088
H 2.8303 -0.1604 0.4816 0.091
H 2.3528 -1.0710 2.0848 0.145
H 0.0455 0.5182 -2.2337 0.207
C 0.4928 0.6895 -0.3515 -0.328
N 0.8861 0.0964 0.9414 0.010
H -0.5965 -1.8476 -2.5025 0.112
C -3.0956 -0.0285 0.2070 -0.078
H 2.3433 1.4028 -0.9713 0.075
C -2.4690 -0.4344 1.3183 -0.111
H 1.0061 1.0336 1.5301 0.240
H 1.0168 2.3719 -1.6837 0.071
C 2.0906 -0.7407 1.0059 -0.014
H -2.0898 0.3801 1.9794 0.070
C -0.0736 -1.3932 -1.5883 0.017
C 1.3730 1.8618 -0.8435 -0.022
H -0.0076 -2.1340 -0.7049 0.097
H 1.9684 -1.6974 0.5238 0.082
H 0.0889 -0.4432 1.3070 0.129
H -2.8426 -1.3209 1.7145 0.030
N 0.2107 -0.1286 -1.3882 -0.048
H 1.5648 2.6439 -0.1676 0.067


3) 23
Properties=species:S:1:pos:R:3:lowdin_charge:R:1 method="wB97M-V/def2-TZVPD" homo_energy_ha=-0.4846 orbital_gap_ev=5.154 charge=+1
H -2.5841 0.1630 -1.1354 0.179
H -0.8977 5.3291 -3.2891 -0.003
H -2.4352 -2.1419 -0.5314 0.127
H 3.6691 -0.1616 1.0291 0.093
C -0.1155 -1.0057 -0.3279 -0.299
C 2.9508 0.6551 1.0992 -0.082
H -0.3913 -1.5759 -1.2503 0.208
H -2.9862 -1.9030 1.0928 0.130
C 1.3588 -0.5957 -0.4206 -0.160
H -0.5226 -1.2984 1.7763 0.134
C -2.2699 -1.5259 0.3684 -0.134
H 3.3078 1.5145 0.5264 0.094
N -0.8352 0.2692 -0.2825 0.287
H 1.5032 -0.0888 -1.3796 0.135
N 1.6329 0.1222 0.8163 -0.088
C -2.2381 -0.0608 -0.1124 -0.128
H 0.8663 0.7870 0.9396 0.110
H -0.5903 -2.7696 0.8571 0.149
H 2.9492 0.9355 2.1549 0.090
H -2.7874 0.5423 0.6125 0.156
H 1.9993 -1.4759 -0.3605 0.136
H -0.7680 5.9771 -2.9833 0.003
C -0.8159 -1.6919 0.8004 -0.138


4) 23
Properties=species:S:1:pos:R:3:lowdin_charge:R:1 method="wB97M-V/def2-TZVPD" homo_energy_ha=-0.5079 orbital_gap_ev=9.852 charge=+1
H -2.0749 -0.9532 2.3025 0.116
H 2.1844 3.6338 -0.6070 0.119
C 2.1636 2.4953 -0.9619 -0.101
H 2.9447 1.9885 -1.5810 0.079
H -0.6673 0.6280 1.0681 0.163
H -0.5413 -0.8161 -1.8634 0.086
C 1.6479 -1.1214 0.5347 -0.005
H 0.4218 2.4981 -0.0904 0.098
N 1.1590 1.8353 -0.5495 -0.016
H 1.7725 -0.3114 1.2244 0.081
H 1.1523 -1.1515 -2.0320 0.132
H 2.5123 -1.0989 -0.1509 0.096
H -2.1763 -0.6758 -1.2795 0.100
C -0.8709 -0.4078 0.6142 -0.341
C 0.3840 -0.8178 -0.2183 -0.222
C -1.5350 -1.4423 1.4413 -0.095
C -2.0748 -0.0529 -0.3327 -0.090
H 1.6348 -2.1160 1.1324 0.143
H -2.2297 -1.9991 0.7743 0.092
H -1.9845 0.9196 -0.8417 0.086
H -0.9213 -2.3333 1.9419 0.128
N 0.3664 -0.8914 -1.5218 0.275
H -3.0451 -0.0367 0.0995 0.079


Stability verdict: 1), ahead by 0.0740 hartree


1) 12
Properties=species:S:1:pos:R:3:lowdin_charge:R:1 method="wB97M-V/def2-TZVPD" smiles=C1S[C@H]2C[C@H]2S1 homo_energy_ha=-0.3140 orbital_gap_ev=9.367
H 0.0945 2.2693 0.6577 0.091
S -1.4502 -0.9738 -0.4288 0.855
C 0.7557 0.5835 -0.6401 -0.628
H 0.0007 -1.5551 1.4065 0.031
H -0.0827 -2.7708 0.1219 0.031
H -0.1141 0.6940 1.5137 0.103
H -1.2998 1.3784 -1.1922 0.124
H 1.2751 1.2135 -1.3414 0.096
C 0.0433 1.2063 0.5590 -0.158
C -0.7251 0.6292 -0.5884 -0.617
C -0.0451 -1.7028 0.3257 -0.759
S 1.5477 -0.9716 -0.3937 0.830


2) 12
Properties=species:S:1:pos:R:3:lowdin_charge:R:1 method="wB97M-V/def2-TZVPD" smiles=C1SC[C@@H]2S[C@@H]12 homo_energy_ha=-0.3296 orbital_gap_ev=9.079
C -0.5787 -1.3957 0.1773 -0.409
C 0.6176 -0.4249 -0.3690 -0.871
H -0.9215 1.7081 -1.1048 0.048
C 0.5184 0.7645 0.4777 -0.462
S 2.1978 -0.0272 -0.0433 0.894
H 0.4657 -0.1321 -1.4662 0.110
S -1.9541 -0.1467 -0.0328 0.796
C -0.8331 1.4518 -0.0669 -0.320
H 0.3736 0.5491 1.5166 0.077
H -0.2300 -1.8134 1.1419 0.084
H -0.7651 -2.2180 -0.4845 0.043
H -1.1678 2.3156 0.3006 0.011


Stability verdict: 1), ahead by 0.0949 hartree


1) 14
Properties=species:S:1:pos:R:3:lowdin_charge:R:1 method="wB97M-V/def2-TZVPD" smiles="CC(=O)O.O.O" homo_energy_ha=-0.3822 orbital_gap_ev=10.771
H 1.7666 2.2701 -1.8414 0.034
H -0.0151 -0.3852 0.9864 0.072
C -1.9276 -1.2226 -0.6079 0.008
H -2.6274 -0.9598 -1.3974 0.088
H 1.4384 -0.6128 3.0080 0.055
H 0.5468 0.5868 3.1194 0.049
O 0.5072 -0.3784 3.1118 -0.049
H -2.3861 -1.1821 0.3788 0.092
O -0.6366 0.6477 -1.3923 0.128
O 2.0286 1.6891 -1.1180 -0.068
O 0.3095 -0.7255 0.1326 0.025
H -1.5898 -2.2495 -0.6871 0.087
H 1.3159 1.8498 -0.4910 0.011
C -0.7220 -0.3386 -0.7393 -0.532


2) 14
Properties=species:S:1:pos:R:3:lowdin_charge:R:1 method="wB97M-V/def2-TZVPD" smiles="CC(=O)O.O.O" homo_energy_ha=-0.3814 orbital_gap_ev=11.033
C 1.7073 0.7373 -2.5684 -0.009
H 0.8058 0.8212 0.5053 0.033
O -0.2465 0.5302 2.8798 -0.079
H 2.6674 0.4095 -2.1666 0.062
H 1.7124 1.7974 -2.8845 0.093
H 1.8075 -0.1374 -3.3775 0.128
O 1.1430 1.0743 -0.3027 0.059
H -1.1323 0.1243 2.7280 0.044
O -0.5456 0.3987 -1.5848 0.138
O -2.6137 -2.1914 1.7569 -0.031
C 0.5992 0.6037 -1.5172 -0.534
H -2.1887 -3.0085 2.0569 0.048
H -3.1645 -2.4612 1.0684 -0.002
H -0.5512 1.3021 3.4064 0.052


Stability verdict: 1), ahead by 0.0178 hartree